Arrangement 1

19
Properties=species:S:1:pos:R:3 method="wB97M-V/def2-TZVPD" homo_energy_ev=-9.23 smiles=CN1OCC(C)(C)O1
C -0.526 0.474 -1.288
C 0.132 -0.448 -0.258
C 0.649 -1.736 -1.030
C 1.321 0.040 0.644
C -1.881 1.002 1.263
N -2.110 -0.175 0.416
O -1.986 0.264 -0.862
O -0.906 -0.930 0.572
H -0.384 1.484 -0.984
H -0.357 0.404 -2.294
H 0.731 -2.485 -0.248
H 1.544 -1.511 -1.576
H -0.158 -1.922 -1.723
H 1.027 0.306 1.687
H 1.895 0.905 0.302
H 1.972 -0.815 0.801
H -1.576 0.621 2.250
H -1.115 1.719 0.977
H -2.788 1.515 1.222



Arrangement 2

19
Properties=species:S:1:pos:R:3 method="wB97M-V/def2-TZVPD" homo_energy_ev="-7.82 / -8.17"
C -0.033 0.376 0.465
C -1.193 1.828 0.656
C 1.797 -1.659 -0.591
C -1.252 0.382 -1.670
C 0.342 -0.308 1.742
N -0.987 -0.108 -0.331
O 0.180 1.757 0.417
O 1.176 -0.433 -0.799
H -1.771 2.374 -0.081
H -1.518 1.862 1.690
H 2.361 -1.955 -1.488
H 2.509 -1.630 0.251
H 1.076 -2.466 -0.379
H -2.320 0.590 -1.759
H -1.034 -0.444 -2.345
H -0.660 1.257 -1.944
H 1.411 -0.174 1.902
H -0.198 0.119 2.588
H 0.112 -1.367 1.674



Arrangement 3

19
Properties=species:S:1:pos:R:3 method="wB97M-V/def2-TZVPD" homo_energy_ev=-9.69 smiles="NC(=O)CCCCO"
C -0.959 -1.797 -1.599
O 0.156 -1.691 -2.476
C -1.172 -0.577 -0.741
C 0.044 -0.284 0.162
C -0.256 0.891 1.109
C 0.909 1.307 1.969
N 1.968 1.861 1.320
O 0.896 1.176 3.176
H -1.846 -2.070 -2.172
H -0.766 -2.680 -0.994
H 0.116 -0.875 -2.985
H -1.409 0.320 -1.334
H -2.039 -0.733 -0.096
H 0.873 -0.094 -0.509
H 0.256 -1.182 0.732
H -0.524 1.731 0.473
H -1.071 0.617 1.777
H 2.103 1.829 0.324
H 2.722 2.249 1.864



Arrangement 4

19
Properties=species:S:1:pos:R:3 method="wB97M-V/def2-TZVPD" homo_energy_ev=-9.86 smiles="O=CNCCCCO"
C -1.471 -0.370 0.320
N -1.346 0.132 1.683
C -0.177 0.363 2.318
O -0.080 0.885 3.417
C -0.852 0.462 -0.796
C 0.638 0.495 -0.828
C 1.238 -0.808 -1.274
O 2.663 -0.756 -1.476
H -1.121 -1.381 0.295
H -2.522 -0.413 0.089
H -2.189 0.289 2.218
H 0.729 0.020 1.804
H -1.217 1.490 -0.678
H -1.248 0.078 -1.737
H 1.052 0.767 0.164
H 1.051 1.319 -1.444
H 1.060 -1.633 -0.598
H 0.813 -1.062 -2.250
H 2.979 0.122 -1.227



Pick arrangement 3: it beats the second-best structure by 0.0269 hartree.



Arrangement 1

19
Properties=species:S:1:pos:R:3 method="wB97M-V/def2-TZVPD" homo_energy_ev=-7.98
O -1.281 1.462 2.168
C -0.845 2.334 1.277
C -0.613 1.886 -0.011
C 0.078 0.641 -0.444
C -0.043 -0.467 0.608
C -0.234 -2.337 -0.864
N 0.560 -1.687 0.151
H -0.974 3.422 1.404
H -0.132 -1.825 -1.836
H -0.496 2.650 -0.775
H -0.401 0.286 -1.370
H 1.114 0.904 -0.734
H -1.153 -0.577 0.690
H 0.164 -0.149 1.627
H -1.302 -2.545 -0.606
H 0.141 -3.337 -1.114
H 1.489 -1.465 -0.332
H 2.499 -0.936 -2.784
O 1.915 -1.083 -1.996



Arrangement 2

19
Properties=species:S:1:pos:R:3 method="wB97M-V/def2-TZVPD" homo_energy_ev=-9.09
C 0.892 0.522 1.035
C 2.160 0.336 0.232
C 0.017 -1.683 0.994
C -2.409 0.741 -0.657
N -0.008 -0.293 1.354
C -1.052 0.854 -1.261
O 2.156 -0.701 -0.714
O -0.441 -0.041 -1.787
H 1.392 -0.587 -1.301
H 0.755 1.538 1.401
H -0.612 1.871 -1.192
H 2.396 1.297 -0.251
H 2.975 0.108 0.929
H -0.597 -2.212 1.723
H -0.437 -1.807 0.011
H 1.019 -2.112 0.963
H -2.830 -0.243 -0.831
H -2.315 0.906 0.411
H -3.062 1.507 -1.060



Arrangement 3

19
Properties=species:S:1:pos:R:3 method="wB97M-V/def2-TZVPD" homo_energy_ev=-8.96 smiles=NCCOC1(O)CC1
C 0.371 0.648 -1.102
C -0.211 1.610 -0.184
C 0.800 -1.405 0.264
C -0.812 1.419 -1.572
C 0.190 -1.032 1.641
N -1.166 -0.516 1.415
O 1.633 0.788 -1.626
O 0.088 -0.866 -0.823
H 1.695 0.220 -2.406
H -1.509 -1.048 0.595
H 0.338 2.502 0.074
H -1.765 -0.643 2.223
H -0.826 0.954 0.690
H 0.770 -2.493 0.139
H 1.845 -1.072 0.237
H -0.644 2.177 -2.328
H -1.765 0.911 -1.637
H 0.769 -0.236 2.113
H 0.199 -1.918 2.288



Arrangement 4

19
Properties=species:S:1:pos:R:3 method="wB97M-V/def2-TZVPD" homo_energy_ev=-9.61 smiles="O=CN1CCCC1.O"
C 0.145 1.438 0.209
N -1.050 0.828 0.548
C -1.694 0.109 -0.597
C -1.337 -1.367 -0.411
C -0.664 -1.500 0.986
C -0.917 -0.138 1.635
O 0.420 1.881 -0.876
H 0.778 1.560 1.106
H -2.756 0.237 -0.442
H -1.298 0.545 -1.496
H -0.615 -1.724 -1.131
H -2.202 -2.025 -0.507
H 0.401 -1.694 0.934
H -1.205 -2.270 1.524
H -0.105 0.172 2.293
H -1.858 -0.176 2.181
H 4.575 1.218 -2.745
H 4.737 1.890 -1.404
O 4.647 1.017 -1.806



Pick arrangement 4: it beats the second-best structure by 0.0458 hartree.



Arrangement 1

19
Properties=species:S:1:pos:R:3 method="wB97M-V/def2-TZVPD" homo_energy_ev="-8.93 / -8.75"
C -1.280 -0.165 -0.309
C 2.113 -0.004 1.233
C -1.249 -1.498 -0.208
C -1.718 0.716 0.824
C -0.816 0.551 -1.542
N 1.749 -0.983 0.169
O 1.553 1.093 0.684
O 2.225 -0.624 -0.967
H 2.566 0.312 -0.849
H 1.645 -0.396 2.147
H 3.219 0.004 1.360
H -0.898 -2.121 -1.021
H -1.565 -2.005 0.696
H -2.080 0.138 1.676
H -2.514 1.397 0.504
H -0.870 1.328 1.145
H 0.042 1.180 -1.283
H -0.527 -0.138 -2.335
H -1.596 1.216 -1.925



Arrangement 2

19
Properties=species:S:1:pos:R:3 method="wB97M-V/def2-TZVPD" homo_energy_ev=-9.47 smiles="O=CN1CCCC1.O"
C 0.925 1.434 -0.965
N 0.533 0.353 -0.115
C 0.950 0.132 1.148
O 0.699 -0.880 1.768
C -0.283 -0.632 -0.806
C -0.572 0.029 -2.174
C 0.581 1.026 -2.387
H 1.962 1.734 -0.777
H 0.433 2.406 -0.794
H 1.566 0.959 1.544
H -1.160 -0.975 -0.276
H 0.312 -1.521 -1.031
H -1.438 0.665 -1.982
H -0.745 -0.784 -2.870
H 1.383 0.701 -3.060
H 0.265 1.877 -2.974
H -1.428 -1.490 3.395
H -2.114 -0.777 2.176
O -2.269 -1.236 3.007



Pick arrangement 2: it beats the second-best structure by 0.2053 hartree.